{"formula": "C12H20N4O3P", "method": "ωB97M-V/def2-TZVPD", "elements": ["N", "C", "C", "C", "C", "C", "C", "N", "N", "C", "C", "P", "O", "O", "O", "H", "H", "H", "H", "H", "H", "H", "H", "H", "H", "H", "H", "H", "H", "H", "N", "C", "C", "C", "C", "H", "H", "H", "H", "H"], "coordinates": [[4.168, -0.942, 0.598], [3.840, -0.707, -0.801], [2.335, -0.590, -1.091], [1.677, 0.669, -0.606], [2.377, 1.870, -0.538], [1.805, 3.005, -0.041], [2.485, 4.362, 0.057], [3.857, 4.451, -0.364], [0.540, 2.944, 0.403], [-0.193, 1.823, 0.356], [0.340, 0.675, -0.159], [-0.692, -0.832, -0.096], [-0.305, -1.726, 0.980], [-2.200, -0.300, 0.020], [-0.599, -1.481, -1.556], [3.460, -1.492, 1.068], [4.332, -0.088, 1.112], [4.201, -1.550, -1.389], [4.370, 0.171, -1.158], [2.183, -0.646, -2.174], [1.832, -1.450, -0.656], [3.404, 1.895, -0.857], [1.891, 5.043, -0.559], [2.413, 4.690, 1.094], [4.513, 4.124, 0.331], [4.044, 4.039, -1.266], [0.126, 3.782, 0.799], [-1.197, 1.845, 0.754], [-2.372, 0.331, -0.698], [-0.495, -0.797, -2.235], [-4.097, -3.095, 0.902], [-5.010, -2.408, 0.151], [-6.242, -2.962, 0.375], [-6.064, -4.025, 1.300], [-4.730, -4.083, 1.606], [-3.113, -2.904, 0.931], [-4.707, -1.588, -0.477], [-7.168, -2.643, -0.073], [-6.828, -4.674, 1.695], [-4.182, -4.737, 2.261]], "forces_ev_per_a": [[-0.1, 0.3, -0.2], [-0.2, -0.3, 0.3], [0.2, 0.2, -0.1], [0.0, -0.1, 0.3], [0.2, -0.5, -0.2], [0.3, 0.6, 0.2], [0.2, -0.2, -0.3], [-0.2, -0.2, 0.2], [-0.3, 0.2, 0.1], [-0.1, -0.1, 0.0], [-0.3, -0.4, -0.2], [-0.2, -0.5, -0.1], [0.0, -0.1, 0.0], [0.7, 0.5, -0.2], [0.2, 0.7, 0.3], [0.1, 0.0, 0.1], [-0.1, -0.1, 0.1], [0.0, 0.0, -0.1], [0.2, 0.0, -0.1], [-0.1, 0.0, -0.1], [-0.1, -0.1, 0.0], [0.1, 0.2, 0.0], [-0.1, 0.1, 0.1], [-0.1, 0.2, 0.1], [0.0, 0.0, -0.1], [0.1, 0.1, 0.0], [0.0, 0.0, 0.0], [0.0, 0.2, 0.1], [-0.5, -0.2, 0.1], [-0.1, -0.4, -0.2], [0.0, 0.0, 0.0], [0.0, 0.0, 0.0], [0.0, 0.0, 0.0], [0.0, 0.0, 0.0], [0.0, 0.0, 0.0], [0.0, 0.0, 0.1], [0.0, 0.0, 0.0], [0.0, 0.0, 0.0], [0.0, 0.0, 0.0], [0.0, 0.0, 0.0]], "total_charge": 1, "e_lumo_ev": -4.8, "gap_ha": 0.183}

{"formula": "C12H20N6O2PtS3", "method": "ωB97M-V/def2-TZVPD", "elements": ["Pt", "C", "O", "C", "O", "N", "N", "H", "H", "H", "H", "H", "H", "C", "C", "N", "C", "C", "S", "C", "C", "S", "C", "N", "C", "H", "H", "H", "H", "H", "H", "H", "H", "C", "N", "C", "N", "S", "H", "H", "H", "H", "H", "H"], "coordinates": [[-0.487, -0.020, 0.034], [-0.081, -4.400, 2.140], [-1.248, -4.072, 1.352], [-1.324, -2.856, 0.879], [-0.462, -1.992, 1.099], [-2.454, -2.672, 0.162], [-2.712, -1.456, -0.467], [-0.177, -5.453, 2.377], [-0.062, -3.809, 3.053], [0.825, -4.218, 1.567], [-3.069, -3.459, 0.021], [-3.575, -1.066, -0.108], [-2.816, -1.608, -1.463], [-1.255, 1.313, -3.180], [-1.420, 2.207, -2.002], [-1.149, 1.856, -0.769], [-1.389, 2.859, 0.154], [-1.857, 4.001, -0.406], [-2.006, 3.815, -2.102], [-1.174, 2.531, 1.552], [-1.344, 3.290, 2.662], [-0.994, 2.370, 4.060], [-0.639, 0.992, 3.095], [-0.778, 1.239, 1.818], [-0.248, -0.315, 3.682], [-0.813, 0.371, -2.860], [-0.612, 1.770, -3.932], [-2.218, 1.117, -3.654], [-2.127, 4.925, 0.079], [-1.640, 4.324, 2.733], [0.103, -0.191, 4.704], [0.529, -0.786, 3.081], [-1.107, -0.987, 3.697], [4.817, -0.156, -2.835], [3.678, -0.807, -2.198], [2.705, -0.177, -1.572], [2.676, 1.152, -1.545], [1.507, -1.128, -0.778], [5.460, -0.919, -3.261], [5.398, 0.413, -2.108], [4.487, 0.498, -3.644], [3.647, -1.814, -2.190], [3.417, 1.705, -1.945], [1.984, 1.613, -0.981]], "forces_ev_per_a": [[-0.3, 0.6, 1.3], [0.2, -0.1, 0.1], [0.1, 0.2, 0.0], [-0.7, -0.2, -0.3], [0.4, 1.3, -0.5], [0.3, -0.1, 0.1], [0.0, 0.1, 0.0], [-0.1, 0.0, 0.0], [-0.1, 0.0, 0.0], [0.0, 0.0, -0.1], [0.0, -0.1, 0.1], [0.0, 0.0, 0.0], [0.0, 0.0, -0.1], [0.0, 0.0, -0.1], [-0.1, 0.1, -0.2], [1.2, -1.4, 0.4], [-0.2, 0.3, 0.0], [0.0, -0.1, -0.1], [0.2, -0.3, 0.1], [-0.1, 0.1, 0.3], [0.1, 0.0, 0.0], [0.1, -0.2, -0.3], [-0.1, 0.3, 0.2], [-0.5, -0.7, -0.6], [0.0, -0.1, 0.1], [0.0, 0.0, 0.0], [0.0, 0.0, 0.0], [0.0, 0.0, 0.0], [0.0, 0.0, 0.0], [0.0, 0.0, 0.0], [0.0, 0.0, 0.0], [0.0, 0.1, 0.0], [0.0, 0.0, 0.0], [0.0, 0.1, 0.0], [0.2, 0.0, 0.0], [-0.4, 0.1, 0.1], [0.2, 0.1, -0.2], [-0.4, -0.1, -0.5], [0.0, 0.0, 0.0], [0.0, 0.0, 0.0], [0.0, 0.0, 0.0], [-0.1, 0.0, 0.0], [0.0, 0.0, 0.0], [0.0, 0.0, 0.1]], "total_charge": 2, "e_lumo_ev": [-7.0, -7.0], "gap_ha": [0.261, 0.261]}

{"formula": "C12H20N6O4S3SeTm", "method": "ωB97M-V/def2-TZVPD", "elements": ["Tm", "C", "C", "N", "C", "C", "S", "C", "C", "N", "H", "H", "H", "H", "H", "H", "H", "H", "H", "H", "H", "H", "H", "H", "N", "C", "N", "C", "C", "S", "C", "C", "S", "C", "N", "N", "H", "H", "H", "H", "H", "H", "O", "Se", "O", "O", "O"], "coordinates": [[-0.389, 0.263, 0.403], [-0.714, -2.698, 1.713], [-0.376, -3.145, 0.261], [-0.521, -1.916, -0.614], [0.296, -1.906, -1.844], [1.733, -2.034, -1.540], [2.355, -0.940, -0.151], [2.330, -2.030, 1.349], [1.338, -1.600, 2.465], [-0.088, -1.431, 2.098], [-0.370, -3.462, 2.398], [-1.827, -2.529, 1.887], [-0.982, -3.902, -0.132], [0.633, -3.503, 0.192], [-1.483, -1.754, -0.875], [0.244, -0.906, -2.341], [0.031, -2.619, -2.598], [2.254, -1.804, -2.469], [1.902, -3.065, -1.305], [3.338, -1.911, 1.718], [2.178, -3.093, 1.144], [1.702, -0.609, 2.740], [1.478, -2.256, 3.281], [-0.600, -1.086, 2.890], [-3.308, 0.555, -2.002], [-2.256, 1.369, -2.287], [-1.096, 1.429, -1.672], [-0.314, 2.474, -2.242], [-0.836, 2.954, -3.367], [-2.433, 2.455, -3.677], [0.747, 2.963, -1.423], [1.526, 4.065, -1.560], [2.419, 4.389, -0.104], [1.704, 2.976, 0.558], [0.819, 2.315, -0.173], [2.025, 2.636, 1.863], [-3.345, 0.193, -1.056], [-4.148, 0.618, -2.541], [-0.305, 3.731, -3.905], [1.764, 4.605, -2.499], [2.679, 3.156, 2.405], [1.154, 2.557, 2.341], [-2.203, -0.146, 3.477], [-2.312, 0.970, 2.265], [-0.751, 1.639, 2.017], [-2.541, -0.015, 0.823], [-3.449, 2.051, 2.087]], "forces_ev_per_a": [[0.8, 0.7, -1.3], [-1.5, -0.3, -0.2], [-0.2, 2.8, 0.5], [0.5, -0.5, -0.5], [-0.5, 2.1, 0.2], [0.9, -0.1, 0.4], [-0.7, -0.8, -0.5], [-0.8, -0.1, 0.1], [0.5, 1.7, -1.5], [1.6, -0.8, -1.1], [-0.1, -0.5, 0.2], [1.3, -0.5, -0.5], [-1.2, -1.3, -0.1], [0.3, 0.0, 0.0], [-0.5, -0.5, 0.0], [-0.8, -0.5, 0.4], [-0.4, -0.7, -0.3], [0.5, 0.1, 0.3], [0.9, -0.5, 0.4], [0.2, -0.1, 0.4], [0.3, 0.3, -0.5], [-0.2, 0.1, 0.5], [0.0, -0.8, 1.0], [-0.4, 0.4, 0.7], [1.4, 0.0, 0.4], [-1.1, 0.0, -0.8], [-0.7, 0.2, 0.1], [-1.3, -1.8, 0.0], [1.1, 1.7, -0.6], [0.3, -0.9, 0.6], [0.5, 0.1, 1.2], [0.7, 0.3, -1.1], [-0.5, -0.7, -1.0], [0.5, 0.1, 1.0], [1.8, 1.3, 0.0], [-1.0, -0.9, -0.9], [-0.3, 0.1, 0.2], [-0.2, 0.1, 0.0], [-0.5, 0.0, -0.2], [-0.5, -0.3, 0.9], [0.5, 0.6, -0.2], [-0.7, -0.5, 0.9], [-0.1, 1.5, -0.9], [-1.1, -1.8, 0.5], [-1.0, -0.8, 0.2], [1.9, 0.7, 0.6], [-0.3, 0.8, 0.8]], "total_charge": 1, "e_lumo_ev": [-2.6, -2.6], "multiplicity": 3, "s_squared": 2.00, "gap_ha": [0.312, 0.312]}

{"formula": "C12H20NO15S", "method": "ωB97M-V/def2-TZVPD", "elements": ["N", "O", "O", "O", "O", "S", "O", "O", "C", "C", "C", "H", "H", "H", "H", "H", "H", "H", "H", "C", "C", "O", "C", "O", "O", "H", "H", "H", "H", "C", "C", "O", "C", "O", "O", "H", "H", "H", "H", "C", "C", "O", "C", "O", "O", "H", "H", "H", "H"], "coordinates": [[-0.464, 0.379, 0.482], [-0.128, -0.692, -0.175], [0.428, 1.183, 0.935], [-1.626, 0.564, 0.850], [-5.570, -0.124, -2.765], [-5.529, -1.425, -3.260], [-5.067, -1.760, -4.518], [-4.560, -2.242, -2.194], [-3.218, -2.023, -2.173], [-2.504, -2.856, -1.017], [-7.091, -2.104, -3.059], [-2.962, -0.936, -2.224], [-2.639, -2.412, -3.143], [-1.610, -2.387, -0.779], [-2.366, -3.915, -1.227], [-3.162, -2.685, -0.199], [-7.487, -1.496, -2.240], [-7.173, -3.051, -2.749], [-7.660, -1.985, -3.981], [0.714, -0.456, 3.502], [-0.502, -1.336, 3.338], [-0.364, -2.304, 4.286], [0.803, -2.186, 4.864], [1.293, -2.948, 5.678], [1.449, -1.184, 4.376], [0.656, 0.504, 3.795], [1.342, -0.597, 2.653], [-0.545, -1.772, 2.227], [-1.218, -0.532, 3.447], [4.425, 0.960, -0.621], [3.625, -0.049, 0.183], [4.765, -0.885, 0.595], [5.822, -0.639, -0.169], [6.804, -1.338, -0.136], [5.620, 0.342, -1.013], [4.651, 1.913, -0.173], [3.875, 1.307, -1.530], [2.818, -0.512, -0.372], [3.403, 0.416, 1.140], [1.737, 3.540, -1.020], [1.650, 3.821, 0.530], [2.328, 5.012, 0.643], [3.114, 5.231, -0.404], [3.877, 6.151, -0.523], [2.966, 4.227, -1.246], [0.793, 3.787, -1.496], [1.972, 2.538, -1.000], [2.049, 3.126, 1.040], [0.467, 3.833, 0.844]], "forces_ev_per_a": [[1.1, -1.1, 1.1], [-0.4, 2.4, 0.9], [-0.3, -0.9, -1.3], [-0.1, -0.3, -0.7], [-0.3, 2.8, 0.3], [2.0, -2.1, 3.1], [1.2, -0.4, -3.8], [-3.8, -0.7, -0.4], [5.3, -0.7, -2.2], [-2.6, 1.0, -1.5], [-1.2, 3.1, 0.4], [-0.3, -0.7, 0.9], [-1.7, 0.6, 1.4], [1.8, 0.8, 0.3], [-0.3, 0.1, -0.2], [-0.4, -0.4, 1.1], [-0.4, -0.1, -0.3], [0.4, -3.8, 0.9], [0.2, 0.3, 0.1], [1.4, -3.3, -3.4], [-0.5, 2.2, -4.7], [-2.1, -1.4, 1.0], [2.1, -2.7, 2.4], [-1.2, 0.7, -0.8], [3.1, 0.3, 2.9], [-0.8, 3.3, 0.9], [0.0, 1.2, -1.5], [-0.1, 0.8, 2.5], [-1.8, -1.1, 0.4], [-2.0, 2.0, -2.3], [2.4, 1.1, 1.3], [-1.4, -0.5, 0.0], [1.5, -2.9, 0.2], [-0.2, 0.8, 0.0], [0.1, 0.7, -0.6], [0.2, 0.1, 1.0], [0.4, -0.6, 0.4], [0.0, -0.5, 0.4], [-1.2, -0.1, -0.3], [0.3, 0.7, 3.7], [-7.3, 3.4, -4.3], [0.0, 2.1, 1.6], [0.8, 1.0, 0.4], [-0.5, -0.6, 0.0], [-0.2, -0.2, -2.8], [0.6, 0.6, -0.8], [0.0, -2.4, -1.0], [3.1, -5.1, 3.8], [3.1, 0.5, -0.5]], "total_charge": -1, "e_lumo_ev": 2.1, "gap_ha": 0.312}

{"formula": "C12H20NOP", "method": "ωB97M-V/def2-TZVPD", "elements": ["C", "C", "C", "C", "C", "C", "C", "C", "C", "C", "C", "C", "N", "O", "P", "H", "H", "H", "H", "H", "H", "H", "H", "H", "H", "H", "H", "H", "H", "H", "H", "H", "H", "H", "H"], "coordinates": [[-0.684, 1.121, -0.861], [-2.380, 0.009, 0.437], [0.027, -0.057, -1.002], [-1.696, -1.226, 0.287], [-1.889, 1.142, -0.112], [-0.450, -1.245, -0.446], [-2.407, 4.962, 0.634], [3.457, -0.686, -0.717], [2.824, -4.563, -0.403], [-2.574, 2.458, 0.111], [0.303, -2.481, -0.570], [-1.752, 3.601, 0.811], [2.788, -1.249, 0.451], [1.299, -2.637, 1.975], [1.877, -2.492, 0.463], [-0.322, 2.101, -1.254], [-3.311, -0.276, 0.992], [0.924, -0.067, -1.478], [-1.963, -1.995, 0.881], [-2.517, 5.091, -0.450], [-3.294, 4.921, 1.184], [-1.785, 5.804, 0.980], [3.064, -0.919, -1.701], [4.501, -1.195, -0.786], [3.723, 0.279, -0.613], [3.749, -4.673, 0.262], [2.144, -5.389, -0.199], [2.882, -4.069, -1.344], [-2.903, 2.784, -0.958], [-3.630, 2.519, 0.543], [-0.288, -3.485, -0.327], [0.550, -2.851, -1.611], [-1.649, 3.364, 1.906], [-0.738, 3.714, 0.469], [2.122, -2.315, 2.446]], "forces_ev_per_a": [[-0.5, 0.6, 0.6], [-0.5, -4.3, 0.7], [-2.7, 0.2, 1.3], [3.3, 4.0, -2.7], [0.1, 1.6, 0.1], [-2.7, 0.6, 1.1], [1.7, -0.2, -0.9], [2.1, -5.1, 0.2], [-0.1, 2.4, 3.8], [-1.6, 2.4, -1.8], [0.5, -4.3, -0.3], [-0.1, -0.7, 0.8], [-0.1, 0.4, -0.6], [1.9, 0.2, -0.2], [-0.6, -2.3, -1.4], [-0.2, -1.1, 0.2], [0.6, 1.9, -0.4], [2.5, 0.0, -1.5], [-1.0, -2.8, 1.4], [-0.6, 0.3, 0.3], [-1.8, 0.5, 0.4], [-0.2, -0.5, 0.1], [-0.7, 0.3, -0.1], [-1.3, 0.6, 0.0], [0.2, 3.5, 0.5], [-1.1, 0.4, -1.5], [-0.1, 0.3, -0.5], [0.4, -0.5, -0.8], [1.0, 0.0, 1.4], [1.5, -1.0, 0.1], [0.9, 2.2, 0.4], [0.3, 1.2, 0.7], [-0.2, 0.1, -0.9], [0.5, -0.5, -0.5], [-1.3, -0.3, 0.1]], "e_lumo_ev": 0.7, "gap_ha": 0.319}

{"formula": "C12H20P", "method": "ωB97M-V/def2-TZVPD", "elements": ["C", "C", "C", "C", "C", "C", "C", "C", "C", "C", "C", "C", "P", "H", "H", "H", "H", "H", "H", "H", "H", "H", "H", "H", "H", "H", "H", "H", "H", "H", "H", "H", "H"], "coordinates": [[-2.404, -0.347, 1.292], [-2.408, 0.222, -1.059], [-3.130, -0.074, 0.156], [-1.039, -0.214, 1.365], [-0.992, 0.104, -0.996], [-0.382, -0.064, 0.195], [-4.641, -0.169, 0.155], [-0.310, -0.432, 2.686], [-0.357, 0.487, -2.290], [2.477, 1.811, -0.384], [2.776, -1.016, -1.637], [3.323, -0.549, 1.143], [2.182, -0.075, -0.145], [-2.855, -0.571, 2.183], [-2.802, 0.536, -2.006], [-4.835, -1.082, 0.731], [-5.127, 0.564, 0.716], [-5.108, -0.201, -0.789], [0.292, -1.321, 2.765], [0.255, 0.484, 3.054], [-1.054, -0.526, 3.495], [-0.578, -0.346, -3.000], [-0.725, 1.355, -2.719], [0.767, 0.490, -2.123], [2.450, 2.298, 0.506], [1.665, 2.259, -0.951], [3.353, 1.926, -0.993], [1.974, -0.863, -2.346], [2.962, -2.111, -1.281], [3.673, -0.582, -2.016], [3.118, -1.578, 1.339], [3.051, -0.014, 2.030], [4.431, -0.400, 0.922]], "forces_ev_per_a": [[0.6, 1.1, -1.4], [0.7, -1.1, 3.4], [-0.2, 0.7, -3.1], [2.1, -1.3, 2.0], [-1.4, 1.8, -1.8], [2.0, -0.2, -1.0], [1.5, -1.6, 1.1], [-0.8, 1.7, 1.3], [2.6, -3.4, 0.4], [-1.1, -3.0, -2.9], [-1.0, -1.2, 1.9], [0.9, 0.2, 0.0], [-1.5, 2.1, -0.5], [-1.4, -0.5, 2.0], [-0.6, -0.1, -0.1], [-0.4, -0.1, -0.4], [-0.5, 1.6, 1.0], [-0.2, -0.2, -1.2], [0.4, -0.2, -0.4], [-0.3, -1.1, -0.9], [0.1, -0.1, -0.4], [0.4, 0.6, 0.2], [-0.5, 1.9, -0.5], [-1.6, 0.5, -0.8], [0.5, 1.2, 2.9], [-0.2, -0.3, -0.2], [0.7, 0.2, 0.2], [0.2, -0.8, -0.4], [-0.6, 1.9, -1.0], [0.8, 0.3, -0.1], [0.2, -0.9, 0.2], [0.1, 0.4, 0.6], [-1.5, -0.1, 0.0]], "total_charge": 1, "e_lumo_ev": -4.5, "gap_ha": 0.295}

Going through the records in order, we get max |F| values of 0.0167; 0.0371; 0.0553; 0.1780; 0.1147; 0.0841 Eh/bohr.